A.
This record from the OMol25 dataset describes an isolated molecule of C3H6O. The level of theory is ωB97M-V/def2-TZVPD.

Structure (ORCA input):
```
! wB97M-V def2-TZVPD RIJCOSX def2/J DEFGRID3
* xyz 0 1
C -1.5999 0.0660 0.3732
C -0.5041 -0.8634 -0.0416
C 1.6085 -0.0399 -0.3452
O 0.5845 -0.3930 0.5775
H -2.5051 -0.3949 0.7607
H -1.8564 0.4811 -0.6174
H -1.2346 0.8870 0.9992
H 1.2394 -0.2249 -1.3561
H 2.5491 -0.5542 -0.1602
H 1.7188 1.0361 -0.1900
*
```

Its orbital gap is 9.01 eV. As for the LUMO energy: 0.7 eV. The calculation puts the highest occupied orbital energy at -8.27 eV.

=====

B.
This record from the OMol25 dataset describes an isolated molecule of C3H6O. The level of theory is ωB97M-V/def2-TZVPD.

Structure (ORCA input):
```
! wB97M-V def2-TZVPD RIJCOSX def2/J DEFGRID3
* xyz 0 1
C -1.3745 0.2525 0.5917
C -0.2306 0.2355 -0.0590
C 0.6810 -0.8527 -0.4881
O 0.3608 1.5142 -0.2119
H -1.9510 -0.5957 0.9359
H -1.7885 1.2268 0.8155
H 0.7415 -1.0237 -1.5592
H 1.7654 -0.6380 -0.3963
H 0.5716 -1.7013 0.1872
H 1.2242 1.5824 0.1841
*
```

Its orbital gap is 10.09 eV. As for the LUMO energy: 0.9 eV. The calculation puts the highest occupied orbital energy at -9.17 eV. As for the SMILES: C=C(C)O.

=====

C.
This record from the OMol25 dataset describes an isolated molecule of C3H6O. The level of theory is ωB97M-V/def2-TZVPD.

Structure (ORCA input):
```
! wB97M-V def2-TZVPD RIJCOSX def2/J DEFGRID3
* xyz 0 1
C 0.7805 -0.2305 0.9644
C -0.2068 0.5203 0.0772
C -0.5173 -0.0031 -1.2668
O -1.3250 -0.4184 -0.0952
H 0.8618 -1.2453 0.5147
H 0.1823 -0.2694 1.9626
H 1.7366 0.1930 1.1505
H -0.4013 1.5758 0.3644
H -0.0566 -0.8397 -1.8501
H -1.0542 0.7173 -1.8217
*
```

Its orbital gap is 11.31 eV. As for the LUMO energy: 1.2 eV. The calculation puts the highest occupied orbital energy at -10.14 eV. As for the SMILES: C[C@H]1CO1.

=====

D.
This record from the OMol25 dataset describes an isolated molecule of C3H6O. The level of theory is ωB97M-V/def2-TZVPD.

Structure (ORCA input):
```
! wB97M-V def2-TZVPD RIJCOSX def2/J DEFGRID3
* xyz 0 1
C 0.9697 0.5711 -0.8921
C -0.0215 -0.2157 0.0373
C -1.2763 0.5335 0.4393
O 0.3679 -1.2424 0.5033
H 0.3428 1.1186 -1.7464
H 1.8022 -0.0654 -1.3277
H 1.5045 1.3524 -0.1792
H -1.0819 0.8773 1.4897
H -2.2926 -0.0484 0.4613
H -1.2491 1.3716 -0.2314
*
```

Its orbital gap is 10.44 eV. As for the LUMO energy: 0.9 eV. The calculation puts the highest occupied orbital energy at -9.54 eV. As for the SMILES: CC(C)=O.

=====

Verdict on stability: D comes out on top.

=====

A.
This record from the OMol25 dataset describes a 2-piece molecular cluster, C3H6O overall. The level of theory is ωB97M-V/def2-TZVPD.

Structure (ORCA input):
```
! wB97M-V def2-TZVPD RIJCOSX def2/J DEFGRID3
* xyz 0 1
C 1.2808 -1.0433 2.0717
C 0.3829 -0.6672 1.3630
C -0.7971 -0.0458 0.6408
H 2.1177 -1.1032 2.7468
H -0.4155 0.9499 0.3589
H -1.6646 0.0862 1.3092
H -1.1326 -0.5655 -0.2724
O 0.3046 1.0076 -2.9926
H 0.5911 0.3023 -2.3691
H -0.6673 1.0791 -2.8564
*
```

Its orbital gap is 10.92 eV. As for the LUMO energy: 0.7 eV. The calculation puts the highest occupied orbital energy at -10.24 eV. As for the SMILES: C#CC.O.

=====

B.
This record from the OMol25 dataset describes an isolated molecule of C3H6O. The level of theory is ωB97M-V/def2-TZVPD.

Structure (ORCA input):
```
! wB97M-V def2-TZVPD RIJCOSX def2/J DEFGRID3
* xyz 0 1
C 0.3353 -0.4290 -0.5822
C -0.6897 -0.6377 0.5470
O -0.6363 0.7569 0.9253
C 0.3985 1.0103 -0.0294
H 1.2589 -1.0315 -0.4991
H -0.0835 -0.5382 -1.5908
H -1.6843 -0.9399 0.2317
H -0.3572 -1.2895 1.3576
H 1.3563 1.3194 0.4012
H 0.1019 1.7792 -0.7613
*
```

Its orbital gap is 10.82 eV. As for the LUMO energy: 1.2 eV. The calculation puts the highest occupied orbital energy at -9.63 eV. As for the SMILES: C1COC1.

=====

C.
This record from the OMol25 dataset describes an isolated molecule of C3H6O. The level of theory is ωB97M-V/def2-TZVPD.

Structure (ORCA input):
```
! wB97M-V def2-TZVPD RIJCOSX def2/J DEFGRID3
* xyz 0 1
C 1.4746 -0.8290 0.4194
C 0.3304 0.0831 0.7507
C -1.5319 0.8177 -0.4272
O -0.5938 -0.2160 -0.1353
H 1.9210 -1.3274 1.2809
H 2.2206 -0.1008 0.0639
H 1.2483 -1.5277 -0.3955
H -1.1563 1.7458 0.0051
H -2.5288 0.5766 -0.0546
H -1.5413 0.8678 -1.5179
*
```

Its orbital gap is 9.58 eV. As for the LUMO energy: 1.1 eV. The calculation puts the highest occupied orbital energy at -8.46 eV.

=====

Verdict on stability: B comes out on top.

=====

A.
This record from the OMol25 dataset describes an isolated molecule of C3H6O. The level of theory is ωB97M-V/def2-TZVPD.

Structure (ORCA input):
```
! wB97M-V def2-TZVPD RIJCOSX def2/J DEFGRID3
* xyz 0 1
C -0.2026 0.7491 -0.9089
C -0.3575 -0.4209 0.0519
C 0.6953 -0.5225 0.9344
O 1.1207 0.4580 1.4498
H -0.3375 0.6169 -1.9456
H -0.8704 1.5478 -0.5459
H 0.7814 0.9825 -0.8606
H -0.2321 -1.4524 -0.3336
H -1.4538 -0.4204 0.7008
H 0.8564 -1.5382 1.4578
*
```

Its orbital gap is 10.47 eV. As for the LUMO energy: 0.7 eV. The calculation puts the highest occupied orbital energy at -9.81 eV. As for the SMILES: CCC=O.

=====

B.
This record from the OMol25 dataset describes an isolated molecule of C3H6O. The level of theory is ωB97M-V/def2-TZVPD.

Structure (ORCA input):
```
! wB97M-V def2-TZVPD RIJCOSX def2/J DEFGRID3
* xyz 0 1
C 1.2113 0.1169 -0.5850
C -0.2152 -0.2672 -0.7051
C -0.8535 -0.4742 0.6235
O -1.2502 0.9112 0.5374
H 1.5173 0.8563 -1.3318
H 1.7126 -0.8251 -0.8698
H 1.5731 0.4065 0.4143
H -1.7608 0.9904 -0.2877
H -1.7078 -1.1566 0.6825
H -0.2270 -0.5582 1.5218
*
```

Its orbital gap is 9.09 eV. As for the LUMO energy: 0.6 eV. The calculation puts the highest occupied orbital energy at -8.51 eV.

=====

C.
This record from the OMol25 dataset describes an isolated molecule of C3H6O. The level of theory is ωB97M-V/def2-TZVPD.

Structure (ORCA input):
```
! wB97M-V def2-TZVPD RIJCOSX def2/J DEFGRID3
* xyz 0 1
C -1.0979 -0.7287 0.5272
C -0.0411 -0.1424 -0.0022
C 0.8806 0.7483 0.8184
O 0.0388 -0.0035 -1.3671
H -1.4017 -0.5186 1.5393
H -1.7518 -1.2825 -0.1358
H 1.8223 0.2743 1.1168
H 1.3076 1.5135 0.1597
H 0.2997 1.1311 1.6492
H 0.9463 -0.0709 -1.7006
*
```

Its orbital gap is 9.90 eV. As for the LUMO energy: 0.9 eV. The calculation puts the highest occupied orbital energy at -9.03 eV. As for the SMILES: C=C(C)O.

=====

Verdict on stability: C comes out on top.

=====

A.
This record from the OMol25 dataset describes a 2-piece molecular cluster, C3H6O overall. The level of theory is ωB97M-V/def2-TZVPD.

Structure (ORCA input):
```
! wB97M-V def2-TZVPD RIJCOSX def2/J DEFGRID3
* xyz 0 1
C -1.2835 1.0793 0.0794
C 0.2347 -1.0853 -0.1137
C 1.0866 0.0829 -0.2643
O 0.6813 1.2297 -0.0585
H -1.4334 0.8725 1.1882
H -0.8478 -0.8934 -0.3196
H -1.3494 2.1710 -0.0286
H 0.2131 -1.5327 0.8947
H 0.5665 -1.8675 -0.8013
H 2.1318 -0.0566 -0.5763
*
```

Its orbital gap is 8.41 eV. As for the LUMO energy: 0.4 eV. The calculation puts the highest occupied orbital energy at -7.97 eV.

=====

B.
This record from the OMol25 dataset describes C3H6O as an isolated structure. The level of theory is ωB97M-V/def2-TZVPD.

Structure (ORCA input):
```
! wB97M-V def2-TZVPD RIJCOSX def2/J DEFGRID3
* xyz 0 1
C -0.9185 -0.6960 0.0856
C -0.1334 0.5405 -0.3395
C 1.2641 0.3802 0.1874
H -0.1541 -1.8576 -0.1325
H -1.0321 -0.5213 1.4263
H -2.0044 -0.5077 -0.4641
H -0.6653 1.4330 0.1978
H -0.1851 0.6997 -1.4738
H 2.0009 1.3239 0.7228
O 1.8278 -0.7944 -0.2098
*
```

Its orbital gap is 10.10 eV. As for the LUMO energy: 0.0 eV. The calculation puts the highest occupied orbital energy at -10.05 eV.

=====

Verdict on stability: B comes out on top.

=====

A.
This record from the OMol25 dataset describes an isolated molecule of C4H9N. The level of theory is ωB97M-V/def2-TZVPD.

Structure (ORCA input):
```
! wB97M-V def2-TZVPD RIJCOSX def2/J DEFGRID3
* xyz 0 1
C 1.9284 -0.0286 0.1490
C 0.4454 0.0616 -0.4724
C -0.5124 -1.1136 0.0606
N -1.5217 0.0098 -0.0814
C -0.5713 1.0294 0.1311
H 1.8010 -0.4691 1.2681
H 2.6717 -0.5417 -0.5832
H 2.2703 1.1204 0.2467
H 0.4191 0.2160 -1.5454
H -0.6609 -2.0189 -0.5660
H -0.2554 -1.3811 1.2061
H -2.3232 -0.0850 0.5355
H -0.3463 1.2856 1.1849
H -0.6651 2.1126 -0.3870
*
```

Its orbital gap is 10.16 eV. As for the LUMO energy: 1.2 eV. The calculation puts the highest occupied orbital energy at -8.96 eV. As for the SMILES: CC1CNC1.

=====

B.
This record from the OMol25 dataset describes an isolated molecule of C4H9N. The level of theory is ωB97M-V/def2-TZVPD.

Structure (ORCA input):
```
! wB97M-V def2-TZVPD RIJCOSX def2/J DEFGRID3
* xyz 0 1
C 0.3243 0.1660 -2.1570
C -0.2234 -0.8549 -1.2157
C -0.4112 -0.6768 0.0969
N -0.1179 0.4370 0.8379
C -0.0382 0.4519 2.2820
H 0.0868 -0.1153 -3.1881
H 1.4127 0.2280 -2.0662
H -0.1123 1.1537 -1.9790
H -0.4989 -1.8132 -1.6495
H -0.8382 -1.4882 0.6857
H 0.4638 1.1227 0.3632
H -0.9606 0.0670 2.7282
H 0.8045 -0.1551 2.6273
H 0.1086 1.4772 2.6343
*
```

Its orbital gap is 8.66 eV. As for the LUMO energy: 1.1 eV. The calculation puts the highest occupied orbital energy at -7.53 eV. As for the SMILES: C/C=C\NC.

=====

Verdict on stability: B comes out on top.

=====

A.
This record from the OMol25 dataset describes an isolated molecule of C4H9N. The level of theory is ωB97M-V/def2-TZVPD.

Structure (ORCA input):
```
! wB97M-V def2-TZVPD RIJCOSX def2/J DEFGRID3
* xyz 0 1
C -0.1559 -2.2827 0.3134
C -0.3841 -0.8091 0.1424
C 0.4182 0.1589 0.5611
C 0.1761 1.6088 0.2115
N 0.3166 1.8230 -1.2332
H 0.8637 -2.4714 0.6401
H -0.8368 -2.7037 1.0572
H -0.3228 -2.8059 -0.6265
H -1.2799 -0.5546 -0.4196
H 1.2446 -0.1083 1.2161
H -0.7829 1.9500 0.6190
H 0.9418 2.2027 0.7027
H -0.3019 1.2039 -1.7385
H 0.1035 2.7886 -1.4456
*
```

Its orbital gap is 10.32 eV. As for the LUMO energy: 1.2 eV. The calculation puts the highest occupied orbital energy at -9.10 eV. As for the SMILES: C/C=C/CN.

=====

B.
This record from the OMol25 dataset describes an isolated molecule of C4H9N. The level of theory is ωB97M-V/def2-TZVPD.

Structure (ORCA input):
```
! wB97M-V def2-TZVPD RIJCOSX def2/J DEFGRID3
* xyz 0 1
C 1.6136 -0.4138 0.4178
C 0.6365 0.1668 -0.5885
C -0.5411 -0.6175 -1.0440
N -0.7053 0.5774 -0.2741
C -1.1298 0.4489 1.1155
H 2.4931 -0.7606 -0.1284
H 1.2450 -1.2617 1.0020
H 1.9088 0.3866 1.1159
H 1.0876 0.9034 -1.2888
H -0.8596 -0.6331 -2.0880
H -0.6802 -1.5535 -0.5037
H -2.2150 0.7398 1.1358
H -0.9292 -0.5555 1.5659
H -0.5884 1.1863 1.7042
*
```

Its orbital gap is 10.08 eV. As for the LUMO energy: 1.2 eV. The calculation puts the highest occupied orbital energy at -8.91 eV. As for the SMILES: C[C@H]1CN1C.

=====

C.
This record from the OMol25 dataset describes an isolated molecule of C4H9N. The level of theory is ωB97M-V/def2-TZVPD.

Structure (ORCA input):
```
! wB97M-V def2-TZVPD RIJCOSX def2/J DEFGRID3
* xyz 0 1
C -0.8082 1.4886 -0.4541
N -0.2775 0.1808 -0.5860
C 1.1100 -0.0470 -0.3241
C 0.7132 -1.4574 0.2587
C -0.6527 -0.7140 0.5222
H -1.9207 1.3666 -0.4743
H -0.5012 1.9464 0.5182
H -0.5517 2.0489 -1.4390
H 1.5409 0.6028 0.5375
H 1.7401 0.0650 -1.2393
H 0.5450 -2.2250 -0.5088
H 1.1846 -1.9340 1.0913
H -0.3632 -0.1566 1.5293
H -1.7586 -1.1651 0.5684
*
```

Its orbital gap is 10.14 eV. As for the LUMO energy: 1.2 eV. The calculation puts the highest occupied orbital energy at -8.89 eV. As for the SMILES: CN1CCC1.

=====

D.
This record from the OMol25 dataset describes an isolated molecule of C4H9N. The level of theory is ωB97M-V/def2-TZVPD.

Structure (ORCA input):
```
! wB97M-V def2-TZVPD RIJCOSX def2/J DEFGRID3
* xyz 0 1
C -2.3899 -0.7286 0.1707
C -1.2449 -0.0374 -0.1337
N 0.0266 -0.4375 -0.3098
C 0.9533 0.3751 0.5161
C 2.2578 0.7200 -0.2310
H -3.3415 -0.3245 0.5093
H -2.6669 -1.6942 -0.0808
H -1.4877 0.8861 -0.6300
H 0.4486 -1.3597 -0.2966
H 1.0866 0.0352 1.5487
H 0.4727 1.3456 0.5405
H 2.1344 1.2149 -1.2464
H 2.7348 -0.1904 -0.4959
H 2.9747 1.1751 0.3875
*
```

Its orbital gap is 9.22 eV. As for the LUMO energy: 1.2 eV. The calculation puts the highest occupied orbital energy at -8.02 eV. As for the SMILES: C=CNCC.

=====

Verdict on stability: A comes out on top.